5
Properties=species:S:1:pos:R:3 method="wB97M-V/def2-TZVPD" de_lowest_kcal_mol=85.7 total_charge=0 fmax_ev_per_a=1.216 e_tot_ha=-2910.85022 e_lumo_ev=-1.51 orbital_gap_ev=7.62 homo_energy_ev=-9.1 mol_weight_g_mol=220.8
C 1.13 0.23 0.22
Br 1.52 -0.79 -1.28
I 0.53 -0.93 1.93
H -1.70 0.61 -0.74
H -1.48 0.88 -0.13


95
Properties=species:S:1:pos:R:3 method="wB97M-V/def2-TZVPD" de_lowest_kcal_mol=0.0 total_charge=+2 fmax_ev_per_a=5.137 e_tot_ha=-2300.46041 multiplicity=2 e_lumo_ev="-6.06 / -7.40" orbital_gap_ev="7.19 / 5.86" homo_energy_ev="-13.3 / -13.3" mol_weight_g_mol=721.7
C 1.79 -0.86 -2.91
N 0.97 0.22 -2.63
C 0.30 0.80 -3.65
C 0.25 0.28 -4.94
C 0.94 -0.90 -5.19
C 1.75 -1.43 -4.20
Y 0.30 0.75 -0.32
C 1.38 0.92 1.89
O 1.87 1.16 2.90
C -0.50 2.04 -3.34
N -1.19 1.89 -2.03
C -2.45 1.15 -2.28
C -2.24 -0.35 -2.46
C 2.69 -1.41 -1.96
P 2.79 -1.01 -0.24
C 4.52 -0.22 -0.21
C 5.62 -1.28 -0.27
C 2.77 -2.80 0.49
C 2.90 -2.68 2.01
C 1.39 -3.37 0.12
C 3.77 -3.82 -0.06
C 4.69 0.71 -1.43
C 4.66 0.58 1.08
C -1.50 3.25 -1.49
C -0.22 3.85 -0.91
H -0.33 0.82 -5.70
H 0.85 -1.38 -6.17
H 2.37 -2.30 -4.37
H 3.32 -2.24 -2.31
H 1.30 -4.39 0.53
H 0.58 -2.80 0.57
H 1.24 -3.41 -0.97
H 3.46 -4.80 0.35
H 3.72 -3.92 -1.15
H 4.80 -3.66 0.25
H 2.76 -3.68 2.45
H 3.89 -2.31 2.32
H 2.13 -2.02 2.44
H 6.58 -0.75 -0.39
H 5.67 -1.87 0.65
H 5.51 -1.95 -1.14
H 4.61 0.16 -2.38
H 3.95 1.51 -1.44
H 5.68 1.19 -1.37
H 4.46 -0.04 1.97
H 5.69 0.95 1.14
H 3.98 1.43 1.09
H 0.19 2.89 -3.34
H -1.23 2.22 -4.15
H -3.14 1.35 -1.45
H -2.92 1.59 -3.17
H -2.27 3.15 -0.73
H -1.90 3.88 -2.31
H -0.45 4.65 -0.21
H 0.42 3.14 -0.33
H 0.43 4.27 -1.69
H -3.22 -0.82 -2.60
H -1.63 -0.57 -3.35
H -1.76 -0.83 -1.60
C 2.92 4.03 0.05
H 2.29 4.58 -0.66
H 3.97 4.29 -0.18
H 2.73 4.32 1.08
O 2.60 2.59 -0.06
H 2.84 2.27 -0.96
O -0.55 -3.05 2.16
C -1.16 -2.00 2.06
N -2.29 -1.66 2.81
C -2.98 -0.53 2.24
C -1.84 -0.01 1.36
O -1.67 1.16 0.85
N -0.88 -0.92 1.20
C -4.16 -1.02 1.41
C -4.57 -0.25 0.32
C -5.69 -0.65 -0.43
C -6.34 -1.85 -0.11
C -5.90 -2.64 0.96
C -4.84 -2.19 1.76
C -3.32 0.47 3.31
C -4.54 1.16 3.34
C -4.76 2.11 4.34
C -3.80 2.33 5.33
C -2.59 1.61 5.31
C -2.36 0.68 4.30
H -2.72 -2.39 3.37
H -4.01 0.66 0.08
H -6.03 -0.01 -1.25
H -7.20 -2.16 -0.68
H -6.36 -3.60 1.21
H -4.53 -2.77 2.64
H -5.30 0.96 2.58
H -5.71 2.67 4.35
H -3.97 3.08 6.11
H -1.83 1.76 6.08
H -1.44 0.09 4.28


13
Properties=species:S:1:pos:R:3 method="wB97M-V/def2-TZVPD" de_lowest_kcal_mol=24.7 total_charge=0 fmax_ev_per_a=0.542 e_tot_ha=-323.74168 e_lumo_ev=0.96 orbital_gap_ev=10.89 homo_energy_ev=-9.9 mol_weight_g_mol=89.1
C 0.52 -0.11 -1.71
C -0.22 1.15 -1.39
O -1.24 1.20 -0.75
H 0.60 -0.73 -0.82
H -0.07 -0.70 -2.42
H 1.48 0.05 -2.17
H 0.18 2.09 -1.83
N -0.86 -0.52 1.61
C 0.38 -0.42 2.13
O 1.14 0.51 1.95
H -1.24 0.20 1.01
H -1.30 -1.42 1.65
H 0.64 -1.30 2.74


50
Properties=species:S:1:pos:R:3 method="wB97M-V/def2-TZVPD" total_charge=+3 fmax_ev_per_a=2.317 e_tot_ha=-2454.54954 e_lumo_ev="-13.63 / -13.66" orbital_gap_ev="3.56 / 3.68" homo_energy_ev="-17.2 / -17.3" mol_weight_g_mol=520.2
Ru -0.19 -0.68 0.57
O 1.80 0.78 1.22
C 2.70 1.00 0.14
C 2.24 2.06 -0.86
C 0.82 1.79 -1.38
C 0.65 0.48 -2.10
C 1.06 0.34 -3.42
C 0.85 -0.85 -4.09
C 0.22 -1.90 -3.42
C -0.16 -1.71 -2.11
N 0.07 -0.55 -1.46
H 1.74 1.61 1.73
H 2.79 0.03 -0.36
H 3.68 1.28 0.54
H 2.96 2.08 -1.68
H 2.24 3.04 -0.39
H 0.55 2.59 -2.06
H 0.14 1.82 -0.53
H 1.52 1.18 -3.92
H 1.15 -0.96 -5.12
H 0.01 -2.84 -3.91
H -0.66 -2.49 -1.55
C 3.89 -2.85 -0.20
S 3.03 -2.13 1.24
C 3.08 -3.56 2.36
O 1.59 -2.00 0.80
H 3.61 -3.89 -0.34
H 4.96 -2.78 -0.02
H 3.65 -2.27 -1.09
H 4.11 -3.69 2.67
H 2.72 -4.46 1.86
H 2.47 -3.35 3.24
Cl -0.59 -0.90 2.95
C -1.58 -2.36 2.95
Cl -1.66 -2.91 1.27
H -2.58 -2.12 3.31
H -1.10 -3.13 3.57
O -2.85 0.59 1.40
B -1.85 0.60 0.42
O -2.07 1.69 -0.42
C -3.13 2.37 0.05
C -3.68 3.57 -0.37
C -4.76 4.03 0.35
C -5.28 3.31 1.47
C -4.72 2.12 1.91
C -3.63 1.66 1.20
H -3.28 4.11 -1.21
H -5.24 4.95 0.06
H -6.15 3.71 1.97
H -5.12 1.59 2.76